Entry 1:
107
Properties=species:S:1:pos:R:3 method="wB97M-V/def2-TZVPD" s_squared=8.8043 spin_multiplicity=6 relative_energy_kj_mol=0.0 total_charge=+2
Ir -0.11732 -0.39357 0.03730
O 0.79879 -0.75412 -1.81792
C 0.07959 -0.64703 -3.05592
C -0.38730 0.80645 -3.33312
C -0.86510 1.69025 -2.20515
C -0.82379 3.06871 -2.38061
C -1.38045 3.89876 -1.42255
C -2.02907 3.33003 -0.33880
C -2.05660 1.95104 -0.22076
C -2.99015 1.26473 0.75308
C -2.58668 0.65765 2.12085
O -1.52836 -0.31079 1.80717
C -3.86161 -0.08359 2.53386
C -4.04823 -1.40771 2.15070
C -5.25286 -2.05512 2.38397
C -6.30592 -1.37413 2.97794
C -6.15007 -0.03752 3.31168
C -4.93941 0.60544 3.08383
C -2.01466 1.67307 3.10917
C -1.03807 2.55916 2.64919
C -0.39336 3.43521 3.50858
C -0.69911 3.42897 4.86395
C -1.65158 2.54075 5.34080
C -2.30604 1.67339 4.47049
N -1.41916 1.15459 -1.10761
C -1.15595 -1.57445 -3.07331
C -1.74402 -1.87841 -4.30127
C -2.90137 -2.63929 -4.37176
C -3.50026 -3.11992 -3.21310
C -2.92519 -2.83703 -1.98502
C -1.76553 -2.07506 -1.93388
C 1.08954 -1.11095 -4.12206
C 1.56499 -0.32966 -5.17065
C 2.54912 -0.81638 -6.03565
C 3.06547 -2.08582 -5.85880
C 2.58415 -2.88251 -4.82105
C 1.60663 -2.39924 -3.96890
H -1.21972 0.74675 -4.03826
H 0.38393 1.37098 -3.84659
H -0.39473 3.48083 -3.28669
H -1.35453 4.97468 -1.54476
H -2.54304 3.94277 0.39211
H -3.44296 0.44357 0.19634
H -3.79318 1.96745 0.97730
H -3.24552 -1.94068 1.65339
H -5.37312 -3.09184 2.09186
H -7.24749 -1.87729 3.16276
H -6.97462 0.51445 3.74618
H -4.85231 1.65867 3.32186
H -0.75283 2.54981 1.60504
H 0.35092 4.12459 3.12373
H -0.20084 4.11173 5.54128
H -1.89317 2.51951 6.39672
H -3.02973 0.98083 4.87482
H -1.28299 -1.52536 -5.21881
H -3.33455 -2.86606 -5.33796
H -4.40280 -3.71432 -3.26964
H -3.37476 -3.21062 -1.07241
H -1.32995 -1.87667 -0.95816
H 1.16180 0.65370 -5.37150
H 2.89214 -0.19981 -6.85804
H 3.82053 -2.46649 -6.53593
H 2.96433 -3.88837 -4.68963
H 1.22554 -3.02858 -3.17119
C -1.66445 -1.82327 3.84603
C -0.77721 -1.15004 2.80914
C -0.21084 -2.14113 1.84244
C 1.12744 -2.24868 1.58158
C 1.63359 -3.35648 0.69295
C 2.05007 -1.43382 2.32322
C 1.61451 -0.50537 3.29119
C 2.62003 0.25192 4.12874
C 0.27868 -0.34102 3.50620
H -1.01863 -2.43915 4.47576
H -2.41657 -2.46382 3.39338
H -2.15712 -1.09151 4.48660
H -0.89960 -2.88236 1.44601
H 1.89874 -4.22166 1.30515
H 2.52399 -3.06547 0.13968
H 0.87310 -3.66977 -0.02321
H 3.11495 -1.60709 2.19573
H 2.75683 -0.23156 5.09727
H 2.28806 1.27370 4.32002
H 3.60240 0.28297 3.65165
H -0.05628 0.32864 4.29207
C 4.43437 2.77962 -1.14975
N 4.34813 1.95840 0.06817
C 5.21690 0.75393 0.01144
N 4.74064 -0.09432 -1.06353
C 4.73707 0.68157 -2.30049
N 3.91588 1.90097 -2.18105
C 2.49882 1.62743 -2.09531
P 2.06423 0.57079 -0.59310
C 3.05143 1.75656 0.58666
C 3.42689 -0.67578 -0.77525
H 5.47015 3.03796 -1.34845
H 3.83010 3.67681 -1.04620
H 5.16468 0.23454 0.96580
H 6.23873 1.07199 -0.18048
H 4.34050 0.07181 -3.11084
H 5.75730 0.97476 -2.54202
H 2.21052 1.02756 -2.95540
H 1.92619 2.55397 -2.08123
H 3.08242 1.25634 1.55670
H 2.49657 2.69300 0.65306
H 3.12175 -1.32577 -1.59541
H 3.48759 -1.27735 0.12661

---

Entry 2:
116
Properties=species:S:1:pos:R:3 method="wB97M-V/def2-TZVPD" s_squared=3.7991 spin_multiplicity=4 relative_energy_kj_mol=17.3 total_charge=-2
V -0.86559 0.72222 0.09121
C -0.36111 4.11026 4.12891
C -0.71075 3.16763 3.01000
N -1.89887 2.97705 2.61035
O -2.83942 3.70956 3.32683
C 0.37936 2.42603 2.34930
C 1.78245 2.54160 2.86860
N 0.14776 1.63890 1.35021
O 1.08617 0.91788 0.81669
H -1.26981 4.49886 4.57668
H 0.22383 4.94719 3.73948
H 0.22853 3.60881 4.89811
H -3.65293 3.34863 2.96107
H 1.91349 1.97859 3.79886
H 2.04869 3.58355 3.05963
H 2.46473 2.13203 2.12732
Cl -7.32726 -2.31251 2.07627
C -5.72052 -1.58580 1.95069
C -4.93770 -1.46794 3.08964
C -3.67371 -0.87918 2.98435
C -3.14076 -0.42956 1.76328
O -1.95484 0.08495 1.71353
C -3.99000 -0.56305 0.58979
C -3.53375 -0.12077 -0.66315
O -2.36315 0.42780 -0.89121
C -5.27337 -1.14788 0.72208
H -5.30108 -1.84126 4.03931
H -3.05360 -0.77838 3.86914
H -4.19754 -0.22256 -1.52483
H -5.90086 -1.25478 -0.15707
C 3.72103 -1.53807 2.77775
C 2.92371 -2.86252 2.79364
C 3.80251 -4.01116 2.30707
P 1.24976 -2.58136 1.92226
C 0.07000 -3.40756 3.12839
C 0.42962 -4.71700 3.82950
C -0.24161 -2.33086 4.17711
C 1.28061 -3.71152 0.45783
C 1.44079 -5.09552 0.52656
C 1.48859 -5.91752 -0.59090
C 1.59887 -7.41904 -0.46129
C 1.40460 -5.31900 -1.83756
C 1.21268 -3.95363 -1.95002
C 1.11827 -3.13142 -0.82491
N 0.77820 -1.74928 -1.03634
C 1.37439 -1.17801 -2.20128
C 2.76934 -1.03781 -2.20390
C 3.55677 -1.29742 -0.94463
C 3.42765 -0.65922 -3.36790
C 2.73253 -0.39190 -4.53676
C 3.44914 0.00321 -5.80333
C 1.35041 -0.50000 -4.50827
C 0.65171 -0.89303 -3.37284
C -0.84105 -1.02286 -3.45719
H 4.21292 -1.36148 3.74145
H 3.06672 -0.68942 2.56807
H 4.49421 -1.55118 2.00363
H 2.64644 -3.06024 3.83240
H 3.99276 -3.93268 1.23426
H 3.34286 -4.98363 2.49155
H 4.76875 -3.98950 2.82709
H -0.82877 -3.56131 2.52332
H 1.36057 -4.63484 4.39914
H 0.51894 -5.55646 3.14466
H -0.36382 -4.96771 4.54245
H 0.65897 -2.06896 4.74899
H -0.99809 -2.68547 4.88647
H -0.61927 -1.43007 3.68901
H 1.55452 -5.56555 1.49191
H 1.78609 -7.71090 0.57420
H 2.40544 -7.81315 -1.08372
H 0.66926 -7.89848 -0.78014
H 1.45852 -5.93257 -2.73364
H 1.11257 -3.50779 -2.93237
H 2.96448 -0.99352 -0.07967
H 4.49537 -0.74013 -0.95858
H 3.79146 -2.36159 -0.83574
H 4.51222 -0.57049 -3.35064
H 4.50646 -0.26644 -5.75957
H 3.38001 1.08397 -5.96327
H 3.00549 -0.48954 -6.67182
H 0.78714 -0.28467 -5.41242
H -1.15543 -1.15094 -4.49591
H -1.30159 -0.12033 -3.05992
H -1.21145 -1.86065 -2.86350
O -1.13367 -2.10271 0.13414
C -0.41018 -1.24120 -0.35481
Cl -2.36627 3.33142 -0.21597
C -3.04483 3.53502 -1.78743
C -4.34023 3.08875 -1.97811
C -4.92076 3.12984 -3.23370
C -4.19688 3.62101 -4.30760
C -2.91161 4.08425 -4.10265
Cl -2.03212 4.72105 -5.46541
C -2.28711 4.06766 -2.84599
N -0.97570 4.54581 -2.72924
C -0.48334 5.12589 -1.54147
C -1.18318 6.21314 -1.00747
C -0.75993 6.84409 0.14672
C 0.39553 6.40219 0.77977
C 1.09109 5.32837 0.24733
C 0.67587 4.65993 -0.90362
C 1.47463 3.45319 -1.35854
C 0.71510 2.41758 -2.20853
O 0.83319 2.52196 -3.44800
O 0.02378 1.55944 -1.60026
H -4.87149 2.67131 -1.13100
H -5.92652 2.75678 -3.37996
H -4.62049 3.65316 -5.30313
H -0.29979 4.00357 -3.27144
H -2.08799 6.53262 -1.51275
H -1.32928 7.67089 0.55541
H 0.74541 6.88138 1.68770
H 1.97766 4.96295 0.75822
H 1.85700 2.93640 -0.47624
H 2.32144 3.78464 -1.96178